{"formula": "C29H48ClF7IN3O8P", "method": "ωB97M-V/def2-TZVPD", "symbols": ["C", "C", "C", "C", "N", "C", "Cl", "O", "P", "C", "C", "C", "F", "N", "C", "C", "O", "C", "N", "C", "I", "C", "C", "O", "C", "C", "C", "C", "O", "O", "C", "O", "C", "F", "F", "C", "F", "F", "C", "F", "F", "C", "O", "O", "H", "H", "H", "H", "H", "H", "H", "H", "H", "H", "H", "H", "H", "H", "H", "H", "H", "H", "H", "H", "H", "H", "H", "H", "H", "H", "H", "H", "H", "H", "H", "H", "H", "H", "C", "C", "C", "C", "C", "C", "H", "H", "H", "H", "H", "H", "H", "H", "H", "H", "H", "H", "H", "H"], "positions_angstrom": [[3.501, -2.433, 6.042], [2.614, -3.624, 5.392], [2.818, -3.564, 3.791], [1.611, -2.784, 3.010], [2.083, -1.736, 2.060], [1.530, -1.934, 0.657], [2.560, -3.486, 0.279], [0.103, -2.242, 0.612], [-0.869, -1.329, -0.547], [-2.480, -2.355, -0.330], [-2.553, -3.265, 0.983], [-4.144, -3.439, 1.351], [-2.081, -4.629, 0.841], [-1.613, -0.310, -1.795], [-1.495, -0.657, -3.208], [-2.474, -1.854, -3.749], [-0.101, -2.366, -1.734], [-0.185, -3.738, -1.521], [0.071, -4.896, -1.226], [-1.344, 0.113, 0.627], [-0.859, -0.185, 2.765], [-2.816, 0.721, 0.614], [-3.783, 0.315, 1.881], [0.549, -0.299, -0.905], [1.818, -0.708, -0.409], [3.054, -0.922, -1.469], [2.666, -1.553, -2.883], [2.974, -3.147, -3.022], [2.178, -3.984, -3.530], [4.278, -3.538, -2.526], [2.370, 0.721, 0.214], [1.751, 1.830, 0.001], [3.793, 0.951, 0.924], [4.588, -0.218, 1.136], [4.560, 1.700, -0.083], [3.842, 1.922, 2.200], [5.172, 1.760, 2.765], [3.835, 3.277, 1.680], [2.696, 1.838, 3.290], [2.454, 0.553, 3.862], [1.410, 2.364, 2.869], [3.078, 2.786, 4.573], [3.951, 3.689, 4.561], [2.256, 2.526, 5.739], [2.879, -1.469, 5.962], [4.462, -2.296, 5.418], [3.783, -2.721, 7.117], [3.031, -4.653, 5.731], [1.506, -3.586, 5.681], [3.862, -3.171, 3.536], [2.791, -4.666, 3.417], [0.938, -3.599, 2.583], [1.010, -2.259, 3.859], [3.096, -1.964, 1.943], [-2.727, -3.039, -1.241], [-3.436, -1.692, -0.311], [-2.071, -2.842, 1.927], [-4.256, -3.802, 2.436], [-4.749, -2.482, 1.198], [-4.523, -4.249, 0.605], [-1.298, 0.682, -1.711], [-1.934, 0.266, -3.785], [-0.428, -0.726, -3.665], [-2.737, -1.739, -4.858], [-1.975, -2.885, -3.562], [-3.451, -1.865, -3.135], [-0.655, 1.007, 0.347], [-3.480, 0.540, -0.295], [-2.738, 1.881, 0.711], [-4.872, 0.517, 1.511], [-3.757, -0.801, 2.128], [-3.652, 1.013, 2.783], [3.495, 0.127, -1.731], [3.955, -1.467, -0.975], [1.619, -1.320, -3.277], [3.391, -1.080, -3.665], [4.306, -4.513, -2.381], [2.828, 2.381, 6.528], [-0.372, 3.563, -2.546], [-1.879, 3.592, -2.327], [-2.681, 3.632, -3.630], [-2.454, 4.874, -4.498], [-2.745, 6.211, -3.814], [-4.199, 6.367, -3.388], [-0.019, 4.468, -3.049], [0.144, 3.496, -1.584], [-0.081, 2.697, -3.147], [-2.147, 4.439, -1.687], [-2.162, 2.689, -1.774], [-3.746, 3.545, -3.390], [-2.435, 2.746, -4.226], [-3.083, 4.789, -5.393], [-1.421, 4.883, -4.860], [-2.502, 7.017, -4.516], [-2.091, 6.349, -2.948], [-4.869, 6.276, -4.248], [-4.356, 7.352, -2.940], [-4.485, 5.617, -2.646]], "mulliken_charge": [-0.795, -0.513, -0.532, -0.502, 0.656, -0.641, -0.162, -0.312, 0.863, -0.535, 0.729, -1.355, -0.391, 0.176, 0.281, -1.106, -0.097, 0.256, -0.784, -0.870, -0.120, -0.151, -1.319, -0.212, 1.600, -0.927, 0.187, 0.249, -0.579, -0.480, -1.331, -0.627, 0.897, -0.329, -0.334, 0.616, -0.310, -0.288, 0.789, -0.089, -0.209, 0.029, -0.473, -0.437, 0.071, 0.252, 0.342, 0.323, 0.307, 0.309, 0.281, 0.013, 0.064, 0.337, 0.474, 0.523, -0.016, 0.292, 0.349, 0.378, -0.274, -0.151, 0.092, 0.421, 0.165, 0.202, 0.535, 0.276, 0.262, 0.348, 0.262, 0.325, 0.430, 0.432, -0.551, 0.649, 0.378, 0.343, -1.069, 0.496, -0.528, -0.988, -0.411, -1.195, 0.497, 0.169, 0.190, 0.468, -0.442, 0.411, 0.059, 0.468, 0.314, 0.392, 0.254, 0.288, 0.383, 0.285], "e_above_lowest_kcal_mol": 154.1, "homo_lumo_gap_ev": 7.800, "largest_force_ev_per_a": 6.71, "e_tot_ev": -100630.35153, "mol_weight_g_mol": 893.03, "total_charge": -1}

---

{"formula": "C29H48F2O7PS2Si", "method": "ωB97M-V/def2-TZVPD", "symbols": ["C", "C", "P", "C", "C", "C", "O", "C", "C", "C", "C", "C", "C", "C", "C", "F", "F", "C", "C", "Si", "C", "C", "C", "C", "C", "C", "C", "C", "H", "H", "H", "H", "H", "H", "H", "H", "H", "H", "H", "H", "H", "H", "H", "H", "H", "H", "H", "H", "H", "H", "H", "H", "H", "H", "H", "H", "H", "H", "H", "H", "O", "S", "O", "O", "C", "C", "C", "H", "H", "H", "H", "H", "H", "H", "H", "O", "S", "O", "O", "C", "C", "C", "H", "H", "H", "H", "H", "H", "H", "H"], "positions_angstrom": [[-4.095, -3.620, 2.181], [-4.158, -2.392, 2.171], [-4.252, -0.486, 1.771], [-6.112, -0.672, 1.298], [-6.389, 0.106, -0.028], [-6.191, -0.824, -1.251], [-7.612, 0.872, -0.012], [-8.734, 0.239, -0.573], [-9.168, -1.070, 0.112], [-9.334, -1.211, 1.483], [-9.769, -2.442, 1.971], [-10.042, -3.512, 1.131], [-9.876, -3.382, -0.251], [-9.437, -2.152, -0.725], [-2.366, -0.290, 2.217], [-2.118, -0.801, 3.493], [-1.976, 1.044, 2.274], [-1.426, -1.021, 1.258], [-1.195, -0.271, -0.097], [-0.774, -1.410, -1.537], [-1.567, -3.125, -1.443], [-1.478, -0.569, -3.118], [1.087, -1.616, -1.851], [1.487, -2.334, -2.986], [2.816, -2.572, -3.323], [3.812, -2.064, -2.478], [3.428, -1.330, -1.363], [2.098, -1.094, -1.033], [-4.429, -4.642, 2.233], [-4.594, -0.298, 3.182], [-4.311, 0.964, 1.627], [-3.880, -0.706, 0.381], [-6.374, -1.733, 1.139], [-6.678, -0.255, 2.146], [-5.568, 0.849, -0.076], [-5.100, -0.915, -1.398], [-6.563, -1.846, -1.095], [-6.577, -0.332, -2.159], [-9.582, 0.937, -0.408], [-8.688, 0.124, -1.673], [-9.152, -0.373, 2.159], [-9.928, -2.597, 3.042], [-10.389, -4.474, 1.520], [-10.109, -4.209, -0.926], [-9.334, -2.045, -1.811], [-1.708, -2.073, 1.098], [-0.433, -1.061, 1.756], [-2.069, 0.362, -0.325], [-0.345, 0.430, 0.028], [-1.424, -3.597, -2.434], [-1.034, -3.743, -0.700], [-2.643, -3.087, -1.207], [-2.311, 0.071, -2.780], [-0.653, 0.016, -3.552], [-1.906, -1.295, -3.827], [0.730, -2.766, -3.652], [3.083, -3.135, -4.222], [4.859, -2.247, -2.732], [4.241, -0.946, -0.738], [1.848, -0.520, -0.136], [3.690, 3.353, -2.243], [4.954, 2.688, -2.189], [5.334, 1.887, -1.065], [6.111, 3.753, -2.478], [6.151, 4.936, -1.663], [6.717, 4.646, -0.288], [5.160, 1.728, -3.652], [5.159, 5.388, -1.596], [6.794, 5.647, -2.181], [6.048, 4.004, 0.284], [6.858, 5.571, 0.273], [7.671, 4.130, -0.365], [4.915, 2.344, -4.514], [4.479, 0.880, -3.586], [6.189, 1.379, -3.701], [8.977, 0.571, 1.563], [8.412, 1.705, 2.228], [8.387, 2.994, 1.608], [9.076, 1.839, 3.677], [10.507, 1.893, 3.763], [11.050, 3.254, 3.372], [6.781, 1.310, 2.763], [10.954, 1.100, 3.159], [10.760, 1.687, 4.803], [10.889, 3.453, 2.312], [12.122, 3.308, 3.567], [10.546, 4.044, 3.929], [6.801, 0.350, 3.273], [6.149, 1.256, 1.877], [6.429, 2.097, 3.426]], "mulliken_charge": [-0.321, -0.774, 0.898, -1.048, 0.294, -0.857, -0.468, -1.019, 0.940, -0.177, -0.630, -0.381, -0.638, -0.401, 0.681, -0.342, -0.377, -1.123, -0.455, 0.193, -1.126, -1.214, 0.545, -0.353, -0.621, -0.652, -0.464, -0.130, 0.399, -0.069, 0.092, -0.736, 0.273, 0.322, 0.420, 0.035, 0.211, 0.384, 0.407, 0.366, 0.380, 0.340, 0.345, 0.368, 0.251, 0.230, 0.464, 0.442, 0.498, 0.348, 0.333, 0.314, 0.349, 0.353, 0.325, 0.184, 0.377, 0.395, 0.336, 0.290, -0.674, 1.246, -0.541, -0.269, -0.478, -0.846, -0.869, 0.341, 0.285, 0.185, 0.430, 0.285, 0.340, 0.261, 0.314, -0.674, 1.216, -0.560, -0.268, -0.371, -0.970, -0.844, 0.331, 0.270, 0.283, 0.387, 0.258, 0.347, 0.256, 0.324], "homo_lumo_gap_ev": 6.111, "largest_force_ev_per_a": 1.78, "e_tot_ev": -89452.37679, "mol_weight_g_mol": 669.89, "total_charge": -1}